Computed, not measured: C23H57GaN12 as an isolated structure, with ωB97M-V/def2-TZVPD.

```
! RIJCOSX wB97M-V def2-TZVPD def2/J DEFGRID3
* xyz 4 1
N 0.787 0.899 0.831
C -3.179 -1.825 0.324
C 3.434 -1.507 1.548
C 1.696 -2.433 0.051
H -2.728 1.673 5.174
H 1.594 -0.647 -2.129
C -1.756 -0.910 4.376
C -2.382 -1.702 1.601
H 1.218 2.643 -0.242
H 2.352 -4.304 -2.386
C -1.774 -0.474 -2.854
N 0.500 -2.118 -0.460
H -0.146 3.634 -4.835
N 2.031 -1.852 1.276
C 2.108 2.802 1.731
H 2.190 -0.164 -3.730
H 2.188 -2.538 -2.525
Ga -0.602 -0.512 -0.229
H 0.296 -2.587 2.215
H -3.766 1.735 3.722
C -1.534 2.923 2.922
N -2.235 0.269 3.643
H -3.430 2.627 0.913
H -2.254 0.138 -3.609
N 1.202 1.365 -2.649
H -3.484 -1.745 -2.544
N 3.321 3.676 1.499
C 1.706 1.999 0.483
C -2.846 -1.064 -1.980
H -1.845 3.100 0.298
C 3.476 -4.126 0.182
H -3.771 -2.740 0.287
H 3.940 -1.232 0.624
H 3.996 -2.302 2.036
H 0.240 -4.017 -1.364
H 1.338 -1.582 3.244
C -0.151 1.263 -2.720
C -2.415 2.272 0.722
C 2.709 -3.343 -2.020
H 4.148 3.139 1.228
H -2.452 3.385 3.282
H -3.068 -1.689 2.444
H -1.371 -0.580 5.340
H -2.185 -3.544 -1.946
H -1.120 2.348 -5.552
H -1.789 -3.708 -0.243
H 3.770 -3.266 -2.253
H 4.507 -3.780 0.117
H -0.965 3.701 2.410
C -1.889 0.527 2.383
H 1.296 0.152 1.310
H 1.309 3.469 2.045
H -0.962 -1.401 3.825
H -3.918 0.407 4.861
H 3.447 -0.650 2.229
H 0.068 1.240 1.475
H -2.444 2.277 -2.164
H 2.351 2.142 2.562
N -1.774 1.829 1.968
N -2.230 -1.737 -0.813
H -3.864 -0.981 0.265
H 3.173 -4.223 1.219
C 1.324 -2.349 2.468
H 1.803 -3.244 2.875
C -0.342 2.562 -4.820
H -2.564 -1.618 4.562
H -1.242 -1.261 -3.394
N 2.563 -3.234 -0.559
C -0.159 -3.007 -1.433
H 0.548 2.016 -5.113
H 1.251 3.458 -2.914
C 2.039 0.162 -2.699
H -1.719 -2.560 1.728
H -2.231 3.638 -3.282
C 1.911 2.598 -3.001
C -1.648 -3.077 -1.119
C -2.188 2.553 -3.183
H -2.459 1.468 -0.005
C -3.208 1.087 4.391
H 3.416 -5.113 -0.274
N -1.606 -0.445 1.499
H -3.472 -0.257 -1.597
N -0.802 0.295 -2.029
H 2.750 2.722 -2.313
H 2.326 2.570 -4.008
H -2.921 2.132 -3.873
H 2.592 1.576 0.005
H 3.570 4.185 2.353
H 3.021 0.394 -2.284
N -0.827 2.112 -3.501
H -0.958 2.563 3.773
H 3.164 4.385 0.778
H 0.003 -2.661 -2.452
*
```

Calculated values
E_LUMO ... -0.374 Eh
HOMO ... -19.72 eV
F_max ... 0.3 eV Å⁻¹